Entry 1:
15
Properties=species:S:1:pos:R:3:forces:R:3 method="wB97M-V/def2-TZVPD" total_charge=0 e_homo_ev=-9.267 gap_ev=8.6 e_above_lowest_ev=3.748
C 1.598 -1.433 0.354 -0.649 -0.233 0.184
C 1.290 -0.286 -0.223 -0.279 2.241 2.457
C 1.315 0.087 -1.662 -0.183 0.280 -0.554
C 1.149 0.993 0.787 2.217 -1.993 -2.652
N 1.806 1.894 1.104 -1.086 0.099 0.583
H 1.734 -1.512 1.424 -0.268 -0.014 -0.042
H 1.600 -2.355 -0.212 0.530 0.054 -0.222
H 0.578 -0.484 -2.223 -0.005 -0.050 -0.129
H 1.137 1.148 -1.835 -0.277 -0.087 0.231
H 2.305 -0.076 -2.094 -0.051 -0.306 0.151
C -3.043 0.516 0.426 2.430 1.371 -0.714
C -2.343 0.314 1.547 -4.797 -2.368 1.972
O -2.441 -0.154 2.637 2.340 1.337 -1.595
H -2.605 1.105 -0.361 0.012 -0.049 -0.219
H -4.080 0.242 0.329 0.065 -0.283 0.550

Entry 2:
15
Properties=species:S:1:pos:R:3:forces:R:3 method="wB97M-V/def2-TZVPD" total_charge=0 e_homo_ev=-8.841 gap_ev=9.9 e_above_lowest_ev=4.308
C -0.941 0.818 -1.687 1.717 2.944 -1.407
O -1.256 1.931 -0.955 -2.084 0.295 0.352
C -1.049 1.650 0.373 -1.686 5.227 -2.322
C -0.282 0.637 0.419 -0.037 -4.366 3.832
C -0.154 0.087 -0.893 1.341 -3.401 2.191
C 0.476 -1.300 -0.555 -0.191 -0.351 -1.367
C 1.032 -1.036 0.897 -0.060 -2.159 -0.609
N -0.120 -0.282 1.658 0.772 -3.749 -10.640
H -0.894 1.221 -2.712 -0.274 -1.531 0.107
H -1.383 2.493 0.919 -0.230 0.055 1.205
H -0.437 -1.993 -0.538 1.544 0.529 0.075
H 1.292 -1.709 -1.311 -1.712 0.841 1.680
H 2.085 -0.788 0.780 -0.038 2.884 -0.073
H 1.480 -1.956 1.259 -1.850 -1.327 1.153
H 0.152 0.228 2.344 2.789 4.110 5.823

Entry 3:
15
Properties=species:S:1:pos:R:3:forces:R:3 method="wB97M-V/def2-TZVPD" total_charge=0 spin_multiplicity=3 e_homo_ev="-6.622 / -9.225" gap_ev="7.3 / 7.5" e_above_lowest_ev=2.411 s_squared=2.049
C 0.118 -1.163 -0.304 0.645 -2.845 -1.936
C 2.611 -0.806 -0.053 -0.501 0.351 1.042
C -0.288 -2.143 -1.174 -3.768 3.840 2.413
C 3.673 0.051 0.307 4.198 -0.961 -1.387
C 0.100 -0.032 0.597 1.032 1.372 -0.584
C -0.015 1.369 -0.078 -2.900 -2.280 1.013
N 1.331 -0.741 0.056 -1.279 -0.235 0.435
O 4.130 1.009 -0.318 -1.552 0.753 0.349
H 0.313 -2.635 -1.808 2.492 -1.666 -1.737
H -1.333 -2.029 -1.514 0.441 -0.573 0.506
H 4.501 -0.445 0.885 -0.920 0.110 0.652
H -0.055 -0.140 1.684 -0.003 -0.010 -0.562
H -0.764 1.217 -0.868 0.658 0.188 -0.356
H 0.932 1.666 -0.432 0.827 0.878 -0.199
H -0.593 1.958 0.614 0.630 1.080 0.351

Entry 4:
16
Properties=species:S:1:pos:R:3:forces:R:3 method="wB97M-V/def2-TZVPD" total_charge=0 spin_multiplicity=3 e_homo_ev="-4.267 / -9.560" gap_ev="4.7 / 7.1" e_above_lowest_ev=2.467 s_squared=2.010
C 1.779 0.170 -0.314 0.885 0.752 -0.225
C 2.345 1.322 -0.279 -0.679 1.803 -0.252
C 1.710 -1.208 -0.112 0.868 -4.584 0.059
C 0.302 -1.810 -0.024 -0.968 1.235 2.895
C -0.454 -0.563 0.365 1.198 0.475 1.577
C -1.503 -0.014 -0.229 -1.031 1.597 1.323
N -1.882 1.350 0.134 2.154 -0.099 0.968
O 2.468 2.504 -0.305 0.278 -1.628 0.161
O 2.668 -1.984 -0.003 -0.423 1.788 -0.222
H -0.121 -2.236 -0.922 0.362 -0.295 -0.273
H 0.167 -2.513 0.921 0.825 0.925 -2.278
H 0.003 0.004 1.244 -0.966 -1.033 -0.813
H -1.897 -0.247 -1.140 -0.868 -1.154 -2.211
H -2.845 1.604 -0.059 -0.170 -0.085 0.625
H -1.245 2.123 -0.385 0.043 0.160 -0.262
H -1.493 1.498 1.108 -1.507 0.141 -1.070

Entry 5:
17
Properties=species:S:1:pos:R:3:forces:R:3 method="wB97M-V/def2-TZVPD" total_charge=0 e_homo_ev=-10.358 gap_ev=10.3 e_above_lowest_ev=3.991
N -3.996 -0.559 -0.606 3.470 -0.950 1.124
C -2.878 -0.638 -0.209 -2.733 1.679 -2.894
C -1.542 -0.224 -0.243 0.859 -0.439 0.217
C -0.396 0.121 -0.439 -1.110 -0.426 0.178
C 0.995 0.522 -0.723 -0.004 -0.091 -0.025
O 1.259 1.838 -0.289 0.101 0.133 -0.100
C 1.989 -0.490 -0.142 -0.189 -0.227 0.035
C 3.411 -0.152 -0.512 0.579 0.111 0.298
O 4.336 -0.207 0.262 -0.541 0.029 -0.424
H 1.109 0.549 -1.819 -0.035 0.037 0.276
H 1.227 1.888 0.674 -0.034 -0.110 -0.001
H 1.894 -0.562 0.949 0.044 0.008 -0.245
H 1.778 -1.483 -0.574 -0.014 0.199 0.150
H 3.580 0.137 -1.574 -0.059 -0.042 0.155
O -4.229 -0.549 2.003 -2.260 0.009 -2.336
H -3.734 0.265 2.181 -0.603 -0.031 -0.455
H -4.803 -0.458 1.062 2.529 0.112 4.045

Entry 6:
19
Properties=species:S:1:pos:R:3:forces:R:3 method="wB97M-V/def2-TZVPD" total_charge=+2 e_homo_ev=-17.715 gap_ev=8.9 e_above_lowest_ev=0.865
Pb 0.007 0.017 -0.391 0.066 0.107 1.021
O 0.159 3.299 1.643 -0.088 -2.112 -2.373
C 0.126 2.521 0.807 0.102 2.532 2.415
C -0.114 -2.536 0.607 -0.156 -2.913 2.161
O -0.159 -3.403 1.349 0.130 2.427 -2.157
C 2.524 -0.109 0.616 2.217 -0.125 1.605
O 3.379 -0.150 1.358 -1.591 0.079 -1.464
C -2.514 0.133 0.557 -2.508 0.096 1.734
O -3.388 0.174 1.279 1.841 -0.083 -1.600
C 0.039 0.697 -2.988 -0.045 -0.777 -1.434
H -0.839 1.359 -3.076 0.102 -0.637 0.252
H 0.976 1.273 -3.062 -0.152 -0.618 0.253
C -0.026 -0.669 -3.055 0.028 0.852 -1.277
H 0.857 -1.319 -3.180 -0.183 0.606 0.309
H -0.967 -1.229 -3.196 0.242 0.579 0.315
N -0.014 0.003 2.406 0.009 -0.228 -0.305
H -0.851 0.454 2.780 0.436 -0.040 0.197
H 0.822 0.442 2.796 -0.402 0.036 0.174
H -0.016 -0.957 2.750 -0.046 0.217 0.170

Entry 7:
16
Properties=species:S:1:pos:R:3:forces:R:3 method="wB97M-V/def2-TZVPD" total_charge=0 e_homo_ev=-9.147 gap_ev=9.3 e_above_lowest_ev=2.936
O -0.142 0.742 -4.138 1.603 -1.536 -1.386
O 0.262 0.551 -2.802 -2.282 0.454 3.825
P -1.334 0.681 -1.594 2.719 -2.562 -1.495
C -0.394 0.331 -0.022 0.035 -0.107 -2.627
C 0.696 -0.571 -0.022 -2.074 0.284 -0.624
C 1.207 -0.953 1.170 1.929 -2.190 0.943
C 0.628 -0.468 2.355 1.369 0.403 0.234
C -0.292 0.545 2.299 -1.372 -0.824 0.571
C -0.896 0.858 1.115 -1.413 3.273 -0.114
H 0.586 0.124 -4.487 -1.870 1.374 -0.061
H -1.599 -0.821 -1.670 -0.022 1.749 -0.343
H 0.822 -1.136 -0.931 0.829 0.235 -0.243
H 2.062 -1.765 1.151 -1.902 1.719 0.409
H 0.983 -0.790 3.319 0.183 -0.190 0.136
H -0.864 0.970 3.095 0.592 -0.041 1.289
H -1.725 1.703 1.162 1.675 -2.040 -0.514